1.
A structure of composition C6H12N2PRhS. Source: OMol25; level of theory: ωB97M-V with the def2-TZVPD basis set.

Structure (ORCA input):
```
! wB97M-V def2-TZVPD RIJCOSX def2/J DEFGRID3
* xyz 0 5
Rh 0.52 -0.19 -0.88
S 1.90 0.08 1.12
P 0.71 -2.55 -0.14
N -0.19 1.22 2.30
N 0.44 -0.69 3.36
C -1.35 0.25 -1.48
C 0.18 1.34 -2.93
C 0.18 2.00 -1.66
C -0.69 0.24 -2.81
C 0.64 0.16 2.34
C -0.85 1.39 -0.81
H 1.82 -3.18 0.57
H 0.94 -1.57 3.48
H -1.36 1.86 0.07
H -2.09 -0.49 -1.14
H -0.90 -0.31 -3.74
H 0.68 -3.45 -1.28
H -1.05 1.25 2.84
H 0.57 1.67 -3.94
H -0.40 -0.53 3.92
H -0.12 1.82 1.50
H -0.27 -3.25 0.72
H 0.69 2.93 -1.40
*
```

- lowest unoccupied orbital energy (alpha / beta) (eV) = 0.746 / -1.321
- ⟨S²⟩ = 6.021
- ΔE to the lowest compared entry with this formula, charge and spin (kJ/mol) = 0.00

Atom charges from the Mulliken analysis, given in e for atoms 1 to 5: 0.238, -0.441, -0.153, -0.530, -0.447



2.
The ion C6H12N3O with charge +1. Source: OMol25; level of theory: ωB97M-V with the def2-TZVPD basis set.

Structure (ORCA input):
```
! wB97M-V def2-TZVPD RIJCOSX def2/J DEFGRID3
* xyz 1 1
O -0.36 2.94 0.72
N -0.58 2.76 -0.58
N -0.45 1.57 -0.90
N -1.16 4.18 -1.36
C 0.90 -0.93 -1.39
C 0.07 0.86 0.16
C 0.30 -0.65 -0.03
C 1.17 -1.20 1.08
C -1.11 -1.16 -0.04
C 0.05 1.75 1.17
H 0.79 -1.24 2.01
H 0.64 -1.99 -1.64
H 1.41 -2.22 0.83
H -1.62 -0.82 0.80
H -1.10 -2.28 0.03
H -1.59 3.89 -2.22
H 0.39 -0.31 -2.09
H 0.25 1.70 2.25
H -1.75 -0.89 -0.97
H 2.00 -0.77 -1.47
H -1.96 4.48 -0.75
H 2.11 -0.62 1.06
*
```

- lowest unoccupied orbital energy (eV) = -4.992
- ΔE to the lowest compared entry with this formula, charge and spin (kJ/mol) = 650.13
- SMILES = CC(C)(C)c1co[n+](N)n1

Atom charges from the natural (NBO) analysis, given in e for atoms 1 to 5: -0.196, 0.311, -0.096, -0.474, -0.603



3.
A cluster of 2 separate species, C6H12N3O3P in total. Source: OMol25; level of theory: ωB97M-V with the def2-TZVPD basis set.

Structure (ORCA input):
```
! wB97M-V def2-TZVPD RIJCOSX def2/J DEFGRID3
* xyz -2 1
P 2.23 0.20 0.01
O 2.69 1.58 -0.46
O 2.33 -0.99 -0.90
O 2.55 -0.19 1.45
N -0.15 0.41 -1.09
N -1.30 3.02 1.86
N -0.07 -0.70 0.89
C -0.88 2.03 1.34
C 0.49 0.95 -2.18
C -0.56 -1.97 0.40
C -0.08 -0.46 2.32
C -1.53 0.23 -1.29
C 0.37 0.25 0.11
H -1.93 0.55 -2.25
H -0.98 -0.94 2.69
H 0.69 -1.07 2.82
H -0.26 0.62 2.36
H 0.04 -2.64 1.11
H 0.08 1.92 -2.53
H 0.47 0.23 -3.01
H -1.95 0.93 -0.44
H 1.46 1.21 -2.06
H -1.82 -0.79 -1.03
H -1.58 -2.30 0.62
H -0.30 -2.06 -0.71
*
```

- lowest unoccupied orbital energy (eV) = 5.806
- ΔE to the lowest compared entry with this formula, charge and spin (kJ/mol) = 129.83

Atom charges from the natural (NBO) analysis, given in e for atoms 1 to 5: 2.347, -1.224, -1.219, -1.244, -0.444



4.
A cluster of 2 separate species, C6H12N4 in total. Source: OMol25; level of theory: ωB97M-V with the def2-TZVPD basis set.

Structure (ORCA input):
```
! wB97M-V def2-TZVPD RIJCOSX def2/J DEFGRID3
* xyz 0 1
N -1.06 -0.03 0.70
N -2.86 0.35 -0.48
N -1.23 1.24 0.48
N -2.35 1.47 -0.18
C 1.42 0.49 -0.36
C 1.01 1.58 -1.07
C -2.09 -2.06 -0.03
C 1.49 -1.00 -0.42
C 2.06 0.89 0.99
C -2.09 -0.60 0.11
H 1.22 -1.36 -1.48
H -0.66 1.99 0.88
H 2.66 1.87 0.91
H 2.67 0.16 1.57
H -2.85 -2.46 0.69
H 0.55 1.48 -2.08
H 0.82 -1.51 0.23
H -2.37 -2.38 -1.14
H 1.14 2.63 -0.73
H -0.98 -2.42 0.07
H 1.13 1.11 1.55
H 2.39 -1.45 -0.18
*
```

- lowest unoccupied orbital energy (eV) = 0.882
- ΔE to the lowest compared entry with this formula, charge and spin (kJ/mol) = 274.16
- SMILES = Cc1nn[nH]n1.C=C(C)C

Atom charges from the natural (NBO) analysis, given in e for atoms 1 to 5: -0.278, -0.264, -0.156, -0.038, 0.044